Record 1
The following is a DFT calculation (ωB97M-V/def2-TZVPD) of a molecular structure, C6HInO6 in a non-equilibrium geometry.

## Properties
total energy: -869.8489 hartree
molecular weight: 283.9 g mol⁻¹
LUMO level (spin up / spin down): -12.5 / -12.1 eV
net charge: +2

Structure (XYZ):
```
14
Properties=species:S:1:pos:R:3:forces:R:3
O -1.457442 -1.604916 -4.519010 0.9 1.1 2.4
C -1.117110 -1.256962 -3.492815 -1.0 -1.6 -2.3
In -0.496781 -0.800931 -0.742656 0.7 0.9 -0.7
C 0.688141 -1.392574 1.683225 1.0 -0.4 2.9
O 0.987321 -1.290561 2.779110 -0.8 -0.3 -3.0
C 0.475519 1.484784 0.919455 2.2 4.5 -1.7
O 1.021241 2.398736 0.430670 -1.7 -3.7 1.7
C -1.705117 0.339739 0.957028 -3.9 -1.4 0.2
O -2.883339 0.204763 1.015571 3.2 0.7 -0.1
C 2.525772 -0.591431 -0.989128 2.5 0.0 -0.1
O 3.655850 -0.512365 -1.071444 -2.7 -0.1 0.2
H -0.264548 0.633484 -1.720048 0.2 -0.2 0.1
O -0.735653 1.268886 2.986600 0.5 -0.8 -4.0
C -0.693854 1.119349 1.763443 -0.9 1.4 4.5
```
Positions in Å, forces in eV/Å.

***

Record 2
The following is a DFT calculation (ωB97M-V/def2-TZVPD) of a molecular structure, C6HMnO6 in a non-equilibrium geometry.

## Properties
total energy: -1831.1804 hartree
⟨S²⟩: 8.818
molecular weight: 224.0 g mol⁻¹
LUMO level (spin up / spin down): -5.4 / -7.0 eV
2S+1: 6
net charge: +1

Structure (XYZ):
```
14
Properties=species:S:1:pos:R:3:forces:R:3
O 2.724101 -4.546767 -0.444972 -1.0 2.2 0.4
C 2.276950 -3.512460 -0.260595 0.9 -2.2 -0.4
Mn -0.822263 0.421857 -0.169669 -0.6 -3.0 0.1
C -0.734927 2.099048 0.399053 -1.0 8.7 2.0
O -0.999611 3.200718 0.647964 1.1 -3.4 -0.6
C -2.653057 0.606039 -0.789091 -6.1 -2.7 -2.9
O -3.492991 -0.011085 -1.295744 2.9 2.6 1.8
C -1.129782 -0.184921 1.708742 1.2 -3.1 4.3
O -0.853276 -0.635450 2.735100 -1.3 1.9 -3.4
C -0.045437 0.725937 -1.872821 4.6 0.0 -4.0
O 0.876750 0.875481 -2.556899 -3.3 -0.2 1.9
H 0.828413 -0.359832 0.136806 3.1 -0.5 0.7
O 2.534972 0.812756 1.087629 -0.3 -1.5 -0.8
C 1.490159 0.508681 0.674497 -0.2 1.1 0.7
```
Positions in Å, forces in eV/Å.

***

Repeat the second record exactly.
The following is a DFT calculation (ωB97M-V/def2-TZVPD) of a molecular structure, C6HMnO6 in a non-equilibrium geometry.

## Properties
total energy: -1831.1804 hartree
⟨S²⟩: 8.818
molecular weight: 224.0 g mol⁻¹
LUMO level (spin up / spin down): -5.4 / -7.0 eV
2S+1: 6
net charge: +1

Structure (XYZ):
```
14
Properties=species:S:1:pos:R:3:forces:R:3
O 2.724101 -4.546767 -0.444972 -1.0 2.2 0.4
C 2.276950 -3.512460 -0.260595 0.9 -2.2 -0.4
Mn -0.822263 0.421857 -0.169669 -0.6 -3.0 0.1
C -0.734927 2.099048 0.399053 -1.0 8.7 2.0
O -0.999611 3.200718 0.647964 1.1 -3.4 -0.6
C -2.653057 0.606039 -0.789091 -6.1 -2.7 -2.9
O -3.492991 -0.011085 -1.295744 2.9 2.6 1.8
C -1.129782 -0.184921 1.708742 1.2 -3.1 4.3
O -0.853276 -0.635450 2.735100 -1.3 1.9 -3.4
C -0.045437 0.725937 -1.872821 4.6 0.0 -4.0
O 0.876750 0.875481 -2.556899 -3.3 -0.2 1.9
H 0.828413 -0.359832 0.136806 3.1 -0.5 0.7
O 2.534972 0.812756 1.087629 -0.3 -1.5 -0.8
C 1.490159 0.508681 0.674497 -0.2 1.1 0.7
```
Positions in Å, forces in eV/Å.

***

> The lowest molecular weight belongs to which entry?

C6HMnO6